Record 1
A cluster of 2 separate species, CO2S in total. Source: the Open Molecules 2025 dataset; level of theory: ωB97M-V/def2-TZVPD.

Results
Gap between HOMO and LUMO (alpha / beta): 7.32 / 7.31 eV
ΔE to the lowest compared entry with this formula, charge and spin: 7.5 kcal per mole
Total charge: 0
E_tot: -586.696305 Ha

Geometry as XYZ:
```
4
CO2S ωB97M-V/def2-TZVPD
C 0.287 0.191 0.655
O 0.131 -0.842 1.127
O 0.590 1.173 0.142
S -1.008 -0.522 -1.924
```

natural (NBO) charges, unit e, in atom order:
1 C 1.03
2 O -0.51
3 O -0.52
4 S 0.00

Record 2
A cluster of 2 separate species, CH4NO2S in total. Source: the Open Molecules 2025 dataset; level of theory: ωB97M-V/def2-TZVPD.

Results
Gap between HOMO and LUMO (alpha / beta): 8.46 / 5.21 eV
ΔE to the lowest compared entry with this formula, charge and spin: 139.5 kcal per mole
Total charge: -1
E_tot: -643.810566 Ha

Geometry as XYZ:
```
9
CH4NO2S ωB97M-V/def2-TZVPD
C 2.080 0.744 -0.001
N -1.574 -1.807 0.057
O -1.552 0.364 -1.365
O -1.901 0.400 1.221
S -1.393 -0.269 0.000
H 2.309 0.858 1.026
H 1.037 0.276 0.020
H 1.929 1.799 -0.465
H -0.936 -2.366 -0.492
```

natural (NBO) charges, unit e, in atom order:
1 C -0.53
2 N -1.21
3 O -0.99
4 O -0.97
5 S 1.89
6 H 0.14
7 H 0.16
8 H 0.15
9 H 0.36

Record 3
A cluster of 2 separate species, C6H10N2O in total. Source: the Open Molecules 2025 dataset; level of theory: ωB97M-V/def2-TZVPD.

Results
Gap between HOMO and LUMO: 8.61 eV
ΔE to the lowest compared entry with this formula, charge and spin: 0.0 kcal per mole
Total charge: +2
E_tot: -418.720933 Ha

Geometry as XYZ:
```
19
C6H10N2O ωB97M-V/def2-TZVPD
C 1.776 -1.972 0.398
C 2.446 -1.942 -0.803
C 1.623 -4.065 -0.474
C -4.959 6.243 3.101
C -4.410 6.846 1.952
C 2.815 -3.555 -2.774
N 1.232 -3.296 0.520
N 2.290 -3.176 -1.453
O -5.475 5.935 4.009
H 1.698 -1.076 0.971
H 2.729 -1.145 -1.439
H 1.211 -5.087 -0.691
H -3.468 6.332 1.766
H -4.985 6.772 1.069
H -4.293 7.945 2.093
H 1.998 -4.039 -3.463
H 3.332 -2.679 -3.395
H 3.548 -4.308 -2.815
H 0.893 -3.734 1.427
```

natural (NBO) charges, unit e, in atom order:
1 C -0.08
2 C 0.00
3 C 0.27
4 C 0.98
5 C -0.83
6 C -0.45
7 N -0.46
8 N -0.31
9 O -0.18
10 H 0.27
11 H 0.26
12 H 0.27
13 H 0.33
14 H 0.35
15 H 0.36
16 H 0.25
17 H 0.26
18 H 0.24
19 H 0.48

Record 4
A structure of composition C29H34N7PdSSi. Source: the Open Molecules 2025 dataset; level of theory: ωB97M-V/def2-TZVPD.

Results
Spin multiplicity: 3
Gap between HOMO and LUMO (alpha / beta): 6.58 / 7.54 eV
ΔE to the lowest compared entry with this formula, charge and spin: 4.3 kcal per mole
Total charge: +1
E_tot: -2324.157216 Ha

Geometry as XYZ:
```
73
C29H34N7PdSSi ωB97M-V/def2-TZVPD
Pd 0.322 1.404 -0.460
C -1.433 0.395 -1.275
Si -1.283 -1.356 -0.736
C 0.584 -1.693 -0.770
N 1.427 -0.622 -0.193
C 1.457 -0.758 1.289
C 2.783 -0.313 1.881
C 3.898 -1.254 1.411
C 3.709 -1.628 -0.073
C 2.797 -0.620 -0.758
C -2.023 -2.648 -1.875
C -1.829 -2.534 -3.255
C -2.325 -3.483 -4.135
C -3.032 -4.574 -3.645
C -3.236 -4.707 -2.280
C -2.736 -3.752 -1.405
C -2.151 -1.559 0.927
C -3.480 -1.120 1.001
C -4.253 -1.331 2.136
C -3.710 -1.992 3.230
C -2.398 -2.442 3.180
C -1.632 -2.231 2.038
H -2.351 0.908 -0.980
H -1.324 0.541 -2.352
H 0.781 -1.738 -1.848
H 0.863 -2.677 -0.372
H 1.301 -1.810 1.555
H 0.613 -0.203 1.717
H 2.708 -0.320 2.969
H 2.991 0.715 1.580
H 3.889 -2.158 2.022
H 4.868 -0.783 1.569
H 3.277 -2.627 -0.169
H 4.666 -1.660 -0.595
H 2.708 -0.816 -1.826
H 3.208 0.386 -0.647
H -1.288 -1.681 -3.657
H -2.168 -3.373 -5.200
H -3.424 -5.316 -4.328
H -3.789 -5.554 -1.895
H -2.913 -3.870 -0.341
H -3.930 -0.624 0.148
H -5.280 -0.991 2.160
H -4.312 -2.170 4.112
H -1.975 -2.973 4.024
H -0.623 -2.623 2.011
N 3.533 4.438 -0.680
C 3.675 4.529 0.683
C 2.984 3.473 1.196
N 2.427 2.739 0.181
C 2.772 3.346 -0.931
C 2.300 2.881 -2.223
N 1.279 2.058 -2.322
C 1.095 1.809 -3.658
C 2.025 2.496 -4.374
N 2.786 3.174 -3.449
H 3.869 5.113 -1.345
H 4.235 5.320 1.149
H 2.854 3.203 2.230
H 0.306 1.169 -4.013
H 2.211 2.567 -5.430
H 3.588 3.741 -3.661
S -0.772 3.610 0.132
C -1.451 3.164 1.613
N -1.855 1.872 1.844
C -2.297 1.432 3.041
C -2.410 2.321 4.064
C -2.097 3.656 3.758
N -1.640 4.065 2.598
H -1.831 1.226 1.057
H -2.552 0.384 3.099
H -2.755 2.022 5.041
H -2.232 4.427 4.509
```

Löwdin charges, unit e, in atom order:
1 Pd 0.73
2 C -0.29
3 Si 0.59
4 C -0.22
5 N -0.27
6 C -0.20
7 C -0.18
8 C -0.17
9 C -0.16
10 C -0.20
11 C -0.24
12 C -0.10
13 C -0.08
14 C -0.08
15 C -0.08
16 C -0.09
17 C -0.27
18 C -0.12
19 C -0.09
20 C -0.09
21 C -0.08
22 C -0.09
23 H -0.01
24 H -0.01
25 H 0.09
26 H 0.10
27 H 0.11
28 H 0.10
29 H 0.12
30 H 0.08
31 H 0.11
32 H 0.11
33 H 0.11
34 H 0.11
35 H 0.12
36 H 0.10
37 H 0.09
38 H 0.10
39 H 0.11
40 H 0.11
41 H 0.10
42 H 0.11
43 H 0.11
44 H 0.11
45 H 0.11
46 H 0.09
47 N 0.12
48 C -0.06
49 C -0.12
50 N 0.05
51 C -0.30
52 C -0.26
53 N 0.03
54 C -0.09
55 C -0.05
56 N 0.13
57 H 0.16
58 H 0.12
59 H 0.11
60 H 0.11
61 H 0.12
62 H 0.16
63 S 0.67
64 C -0.79
65 N 0.08
66 C -0.03
67 C -0.02
68 C -0.09
69 N 0.08
70 H 0.07
71 H 0.10
72 H 0.11
73 H 0.12

Record 5
A structure of composition C51H49BrLaN12O3S2. Source: the Open Molecules 2025 dataset; level of theory: ωB97M-V/def2-TZVPD.

Results
Gap between HOMO and LUMO: 7.25 eV
ΔE to the lowest compared entry with this formula, charge and spin: 38.2 kcal per mole
Total charge: +1
E_tot: -6257.452461 Ha

Geometry as XYZ:
```
119
C51H49BrLaN12O3S2 ωB97M-V/def2-TZVPD
La -1.208 0.038 -0.090
C -3.883 2.390 0.416
N -3.517 1.541 -0.721
C -4.597 0.588 -0.981
C -4.225 -0.496 -1.960
C -5.192 -1.411 -2.363
C -4.854 -2.410 -3.258
C -3.554 -2.440 -3.742
C -2.655 -1.494 -3.281
N -2.961 -0.551 -2.390
C -3.267 2.386 -1.894
C -2.033 3.221 -1.679
C -2.003 4.558 -2.059
C -0.880 5.317 -1.785
C 0.176 4.709 -1.127
C 0.069 3.367 -0.806
N -0.996 2.619 -1.087
C -3.807 1.675 1.742
C -4.286 2.307 2.885
C -4.192 1.651 4.098
C -3.636 0.381 4.127
C -3.175 -0.160 2.940
N -3.245 0.471 1.772
H -4.898 2.806 0.285
H -3.182 3.231 0.464
H -5.505 1.101 -1.344
H -4.852 0.100 -0.034
H -6.192 -1.358 -1.966
H -5.583 -3.146 -3.559
H -3.234 -3.185 -4.453
H -1.637 -1.493 -3.644
H -4.128 3.042 -2.104
H -3.114 1.739 -2.764
H -2.857 4.996 -2.552
H -0.829 6.357 -2.069
H 1.060 5.268 -0.867
H 0.873 2.871 -0.283
H -4.710 3.297 2.816
H -4.547 2.119 5.003
H -3.560 -0.174 5.047
H -2.727 -1.144 2.913
O -1.285 3.768 2.217
C -0.951 3.507 3.502
C -1.144 4.482 4.480
C -0.791 4.240 5.793
C -0.247 3.018 6.158
C -0.065 2.041 5.199
C -0.409 2.271 3.874
C -0.137 1.190 2.840
O -0.762 1.341 1.658
N 1.350 1.187 2.624
N 1.731 1.136 1.373
C 2.888 1.530 0.982
C 3.246 1.369 -0.389
Br 1.856 0.437 -1.414
C 4.375 1.722 -1.023
C 5.482 2.481 -0.464
C 6.780 2.157 -0.867
C 7.864 2.865 -0.387
C 7.676 3.932 0.478
C 6.390 4.289 0.853
C 5.303 3.569 0.392
H -1.120 2.898 1.747
H -1.564 5.432 4.190
H -0.929 5.010 6.536
H 0.030 2.822 7.182
H 0.357 1.083 5.467
H -0.358 0.203 3.318
H 1.916 1.700 3.303
H 3.631 1.958 1.657
H 4.498 1.402 -2.047
H 6.933 1.337 -1.554
H 8.862 2.586 -0.692
H 8.524 4.492 0.845
H 6.235 5.138 1.500
H 4.307 3.883 0.662
C 4.939 -1.023 2.246
N 3.644 -1.491 2.714
C 2.935 -2.396 1.922
N 3.671 -3.458 1.401
S 0.151 -1.879 1.844
H 5.280 -0.247 2.928
H 4.905 -0.616 1.230
H 5.657 -1.843 2.270
H 3.045 -0.735 3.021
H 4.382 -3.752 2.072
H 2.330 -4.986 1.537
N -6.061 -4.557 -0.833
C -5.216 -4.034 -0.250
N -4.283 -3.497 0.455
C -3.439 -2.608 0.275
N -2.581 -1.803 0.243
N 2.883 -4.487 0.837
C 1.692 -2.108 1.539
H 3.510 -5.147 0.390
O -0.158 -1.788 -1.405
S 0.935 -2.785 -1.640
C 0.123 -4.405 -1.617
C -1.255 -4.477 -1.551
C -1.877 -5.714 -1.508
C -1.113 -6.870 -1.530
C 0.271 -6.789 -1.568
C 0.897 -5.555 -1.601
C 1.178 -2.692 -3.454
C 0.808 -1.516 -4.084
C 0.976 -1.376 -5.450
C 1.531 -2.408 -6.186
C 1.932 -3.571 -5.548
C 1.760 -3.716 -4.181
H -1.828 -3.564 -1.515
H -2.953 -5.776 -1.458
H -1.594 -7.836 -1.509
H 0.866 -7.690 -1.571
H 1.974 -5.482 -1.603
H 0.387 -0.711 -3.500
H 0.675 -0.461 -5.937
H 1.648 -2.308 -7.253
H 2.379 -4.373 -6.114
H 2.061 -4.631 -3.699
```

Löwdin population analysis, charges in e, atoms 1 to 99:
1 La 1.82
2 C -0.12
3 N -0.23
4 C -0.13
5 C -0.28
6 C -0.02
7 C -0.04
8 C -0.04
9 C -0.13
10 N 0.04
11 C -0.13
12 C -0.27
13 C 0.00
14 C -0.03
15 C -0.03
16 C -0.15
17 N 0.03
18 C -0.26
19 C 0.00
20 C -0.03
21 C -0.03
22 C -0.13
23 N 0.02
24 H 0.15
25 H 0.13
26 H 0.15
27 H 0.13
28 H 0.12
29 H 0.11
30 H 0.11
31 H 0.08
32 H 0.14
33 H 0.12
34 H 0.12
35 H 0.12
36 H 0.11
37 H 0.07
38 H 0.13
39 H 0.12
40 H 0.11
41 H 0.10
42 O 0.03
43 C -0.27
44 C -0.01
45 C -0.08
46 C -0.09
47 C -0.05
48 C -0.11
49 C -0.44
50 O -0.46
51 N 0.02
52 N -0.04
53 C -0.23
54 C -0.54
55 Br 0.88
56 C -0.10
57 C -0.23
58 C -0.04
59 C -0.07
60 C -0.08
61 C -0.07
62 C -0.05
63 H 0.05
64 H 0.12
65 H 0.11
66 H 0.10
67 H 0.12
68 H 0.09
69 H 0.15
70 H 0.13
71 H 0.11
72 H 0.11
73 H 0.11
74 H 0.11
75 H 0.11
76 H 0.11
77 C -0.08
78 N -0.01
79 C -0.43
80 N -0.05
81 S 0.76
82 H 0.09
83 H 0.08
84 H 0.08
85 H 0.10
86 H 0.14
87 H 0.10
88 N 0.11
89 C -0.41
90 N 0.12
91 C -0.35
92 N -0.08
93 N 0.03
94 C -0.51
95 H 0.09
96 O -0.80
97 S 1.00
98 C -0.35
99 C -0.06

Record 6
The molecule C5H7BrS. Source: the Open Molecules 2025 dataset; level of theory: ωB97M-V/def2-TZVPD.

Results
Gap between HOMO and LUMO: 8.76 eV
ΔE to the lowest compared entry with this formula, charge and spin: 4.6 kcal per mole
Total charge: 0
E_tot: -3166.869351 Ha
Structure (SMILES): C[C@@H]1SC=C[C@H]1Br

Geometry as XYZ:
```
14
C5H7BrS ωB97M-V/def2-TZVPD
C 1.110 -1.117 -1.038
C -0.001 -0.068 -0.773
S 0.762 1.527 -0.719
C 0.054 1.871 0.866
C -0.637 0.840 1.436
C -0.799 -0.367 0.500
Br -2.781 -0.458 -0.120
H 2.226 -0.745 -0.819
H 0.997 -1.308 -2.113
H 1.002 -2.128 -0.472
H -0.613 -0.149 -1.563
H 0.359 2.795 1.311
H -0.997 0.662 2.471
H -0.680 -1.352 1.033
```

natural (NBO) charges, unit e, in atom order:
1 C -0.62
2 C -0.42
3 S 0.29
4 C -0.31
5 C -0.28
6 C -0.17
7 Br -0.11
8 H 0.23
9 H 0.22
10 H 0.22
11 H 0.23
12 H 0.23
13 H 0.24
14 H 0.24

So what do the calculations give for maximum force? Going down the list: 0.031 0.081 0.092 0.003 0.032 0.088 Eh/bohr.